# C3H6N4O

A single C3H6N4O molecule in a non-equilibrium geometry (wB97M-V/def2-TZVPD, the OMol25 dataset).

Positions of all 14 atoms, in Å:
C 0.702 0.665 -0.080
C -1.476 0.007 -0.065
C 0.702 -0.700 0.019
H 2.603 1.398 -0.152
H 1.357 2.498 -0.103
H -0.801 1.782 0.529
H -0.901 -2.055 -0.087
H 1.558 -2.476 -0.238
H 2.666 -1.179 -0.046
N 1.680 1.608 0.105
N -0.652 1.158 -0.178
N -0.598 -1.100 -0.149
N 1.756 -1.584 0.155
O -2.669 -0.047 0.165

The frontier orbital gap comes out at 7.307 eV. Its total energy is -412.178476 a.u. The LUMO energy comes out at 0.669 eV. Its HOMO energy is -6.64 eV.

Partial charges, Mulliken, in e:
1. C 0.409
2. C 0.273
3. C 0.128
4. H 0.192
5. H 0.220
6. H 0.221
7. H 0.192
8. H 0.197
9. H 0.195
10. N -0.492
11. N -0.333
12. N -0.082
13. N -0.521
14. O -0.601